{
  "formula": "C9H22N3",
  "method": "ωB97M-V/def2-TZVPD",
  "spin_multiplicity": 1,
  "largest_force_ev_per_a": 4.4,
  "gap_ha": 0.322,
  "e_homo_ha": -0.442,
  "charge": 1,
  "species": ["C", "C", "C", "C", "C", "C", "C", "C", "C", "N", "N", "N", "H", "H", "H", "H", "H", "H", "H", "H", "H", "H", "H", "H", "H", "H", "H", "H", "H", "H", "H", "H", "H", "H"],
  "coordinates": [[-1.13, -1.87, 0.56], [0.23, 0.22, 0.44], [-1.18, -1.91, -0.93], [-1.76, -0.67, 2.68], [2.79, -0.20, 0.30], [0.15, 2.51, -3.17], [-2.22, -1.27, 1.35], [1.54, 0.00, 1.09], [0.80, 2.29, -0.92], [-0.55, -2.97, 1.12], [-0.01, 1.17, -0.42], [0.01, 3.08, -1.84], [-0.27, -2.38, -1.29], [-1.24, -0.91, -1.34], [-1.94, -2.65, -1.25], [-0.91, -0.12, 2.45], [-1.31, -1.45, 3.39], [-2.45, -0.05, 3.17], [2.60, -1.13, -0.43], [3.57, -0.47, 0.98], [3.17, 0.61, -0.32], [1.23, 2.34, -3.48], [-0.32, 1.44, -2.96], [-0.33, 3.18, -3.82], [-2.57, -0.31, 0.99], [-2.99, -2.04, 1.49], [1.77, 0.77, 1.86], [1.42, -0.81, 1.87], [1.76, 1.89, -1.31], [1.08, 2.92, -0.06], [-0.50, -3.22, 2.13], [-0.95, 1.29, -0.95], [0.23, -3.32, 0.59], [0.29, 4.03, -1.96]]
}